CH3N3O2 in the gas phase in a non-equilibrium geometry. Source: OMol25; level of theory: ωB97M-V/def2-TZVPD.

```
9
Properties=species:S:1:pos:R:3:forces:R:3
C -0.53269 -0.13896 0.02391 5.79 0.80 0.60
N 0.72448 0.70656 0.19439 -10.50 0.37 0.08
N -1.76100 0.29606 -0.11306 2.67 3.89 0.19
N 1.76998 0.00568 0.05181 2.57 -1.59 -1.75
O 1.72513 -1.17855 -0.17339 0.16 -2.82 0.05
O 2.78964 0.63137 -0.00518 1.97 1.07 0.61
H -0.37319 -1.26968 -0.00497 -0.23 1.71 0.09
H -2.39818 -0.39507 0.07200 -2.46 -1.32 0.20
H -1.94416 1.34259 -0.04551 0.03 -2.12 -0.07
```
Positions in Å, forces in eV/Å.

The orbital gap comes out at 9.30 eV. The calculation puts the highest occupied orbital energy at -0.357 hartree. The SMILES is N/C=N/[N+](=O)[O-]. The total energy comes out at -354.47663 hartree. As for the spin multiplicity: 1. The calculation puts the LUMO energy at -0.4 eV.

=====

7 unconnected molecules or ions with the total composition C54H75F2N9O7PS. Source: OMol25; level of theory: ωB97M-V/def2-TZVPD.

```
149
Properties=species:S:1:pos:R:3:forces:R:3
C -5.28774 -2.89019 0.90184 0.21 0.00 -0.02
C -3.89154 -3.41068 1.25935 -0.12 0.36 -0.10
C -3.14419 -2.30437 1.97996 -0.38 0.02 -0.12
O -2.02160 -2.86700 2.70725 0.19 0.03 -0.07
C -1.38353 -2.06742 3.57022 -0.05 -0.04 -0.01
F -1.46351 -0.73426 3.25028 -0.07 0.00 -0.06
O -1.95550 -2.21614 4.85533 0.17 -0.07 -0.01
C -1.47106 -1.34100 5.81202 -0.12 0.28 0.16
F -2.24632 -0.20374 5.83673 0.20 -0.13 0.01
C -0.01682 -0.88152 5.60734 0.02 0.36 0.20
N 0.85565 -1.69334 4.65779 -0.07 -0.36 0.26
C 1.92765 -0.77224 4.09815 0.38 0.39 -0.11
C 1.49202 0.28130 3.08274 0.32 0.25 0.12
C 1.50371 1.73731 3.61147 -0.27 -0.37 -0.66
C 0.47995 2.55455 2.82349 0.28 0.07 0.13
C 0.54226 4.06515 3.08917 0.07 -0.23 -0.21
C 1.37663 4.77951 2.01398 0.00 0.29 0.44
C 2.87632 4.75107 2.36408 -0.11 -0.49 -0.25
S 3.81891 6.27075 2.08201 0.00 0.07 -0.23
C 2.71061 7.42709 2.74725 -0.03 0.23 0.05
N 2.40346 8.59347 2.28777 0.11 -0.34 0.01
N 1.52000 9.15541 3.20432 -0.05 -0.38 0.41
C 1.36317 8.26829 4.12520 -0.18 0.57 -0.13
O 2.08426 7.15043 3.92766 0.13 -0.10 -0.12
P 1.78093 -2.84239 5.72709 0.26 -0.24 0.48
O 2.72193 -2.09411 6.53745 -0.27 -0.17 -0.22
O 2.42328 -3.88089 4.72652 -0.34 0.36 0.13
O 0.62877 -3.58658 6.52116 0.10 0.26 -0.29
C 0.07468 -2.52461 3.63248 0.02 -0.23 0.05
C 0.75423 -2.79311 2.28460 0.04 0.17 -0.25
C 0.32740 -1.93980 1.07305 0.11 -0.05 -0.42
C 1.46000 -1.24132 0.29081 -0.06 -0.01 -0.01
C 1.51979 -1.59739 -1.19520 0.18 0.06 -0.02
C 0.22017 -1.38792 -1.96824 0.06 0.11 -0.21
C -0.15155 0.09676 -2.13117 -0.49 -0.21 -0.11
C -1.39117 0.47400 -1.30630 0.09 -0.02 -0.04
O -1.44237 1.83376 -0.93630 -0.27 0.04 0.16
C -0.74390 2.13977 0.24252 -0.08 -0.20 -0.46
H -5.94903 -2.87808 1.76876 0.01 0.03 0.01
H -5.74230 -3.48577 0.11245 -0.04 -0.06 0.11
H -5.20065 -1.88203 0.49231 -0.14 -0.04 0.03
H -3.37570 -3.63597 0.32334 0.15 -0.25 0.17
H -3.93325 -4.29799 1.89106 0.00 -0.06 -0.08
H -2.75659 -1.58835 1.25174 -0.03 0.07 0.12
H -3.81055 -1.78452 2.67386 0.12 -0.05 0.08
H -1.60050 -1.80885 6.78853 -0.06 -0.10 -0.09
H -0.02107 0.15677 5.28075 -0.07 -0.14 -0.29
H 0.48059 -0.89917 6.57828 0.06 0.09 -0.08
H 2.72682 -1.40355 3.70697 -0.18 -0.11 -0.01
H 2.34867 -0.27809 4.97383 -0.07 -0.12 0.05
H 2.24298 0.23215 2.29087 -0.20 0.01 0.00
H 0.53738 0.06699 2.60484 0.06 -0.12 0.24
H 1.34606 1.77908 4.69271 0.00 0.14 0.02
H 2.48513 2.13885 3.35297 0.13 0.09 0.53
H 0.73463 2.38751 1.76891 0.02 0.08 0.61
H -0.54023 2.17683 2.94576 0.11 0.00 0.29
H 1.00266 4.23477 4.06642 -0.12 0.14 0.06
H -0.46597 4.47830 3.13635 -0.01 -0.07 -0.09
H 1.01955 5.80388 1.90894 0.08 0.04 -0.03
H 1.21188 4.29306 1.05105 0.02 0.16 -0.05
H 3.37367 4.01630 1.72555 0.16 0.08 0.10
H 3.03741 4.40341 3.38430 -0.01 0.20 0.02
H 0.73610 8.31992 4.99974 0.02 0.02 -0.04
H 1.86951 -4.64784 4.52907 0.17 -0.15 -0.04
H -0.23493 -3.69732 6.09836 -0.04 -0.15 0.05
H -0.04863 -3.50366 4.10135 0.02 0.02 -0.03
H 1.84016 -2.78328 2.39574 -0.08 0.06 0.11
H 0.50657 -3.82979 2.04935 0.01 0.02 0.10
H -0.41153 -1.18899 1.34080 -0.05 -0.14 0.04
H -0.17884 -2.61330 0.37891 -0.08 0.03 0.11
H 2.43279 -1.47224 0.73734 -0.01 0.03 0.00
H 1.33384 -0.15878 0.37845 0.03 -0.04 -0.07
H 1.89361 -2.61789 -1.33389 -0.17 -0.04 0.13
H 2.27211 -0.94180 -1.64662 0.01 -0.10 -0.05
H -0.63063 -1.90639 -1.51153 0.11 -0.12 0.04
H 0.34092 -1.85532 -2.94839 0.01 0.06 0.01
H -0.41124 0.27183 -3.17682 0.24 0.23 0.02
H 0.68656 0.74881 -1.87986 0.03 -0.01 -0.01
H -1.45876 -0.16203 -0.40852 0.05 0.10 0.05
H -2.29766 0.28433 -1.88652 0.05 -0.03 0.02
H 0.31321 2.36942 0.05053 -0.12 -0.10 -0.26
H -0.78313 1.31099 0.96538 -0.14 0.01 -0.23
H -1.20204 3.01134 0.71121 -0.02 0.02 -0.06
N 5.01104 2.18231 3.25565 -0.04 -0.09 -0.03
C 5.12315 1.38123 4.31272 -0.01 0.01 -0.02
C 6.33324 0.97468 4.84982 0.03 -0.01 -0.02
C 7.49953 1.42362 4.24928 -0.01 0.00 0.00
C 7.40146 2.25573 3.14611 0.01 -0.01 0.02
C 6.13989 2.60605 2.68999 -0.05 0.03 -0.01
H 4.18855 1.05196 4.75743 0.02 0.02 0.06
H 6.35843 0.32620 5.71464 -0.01 0.00 0.01
H 8.46678 1.13145 4.63588 0.01 0.00 0.00
H 8.28356 2.63127 2.64691 0.00 0.01 0.00
H 6.02749 3.26050 1.83242 0.02 0.00 0.00
N -3.05205 3.24670 3.59001 0.06 0.03 -0.05
C -3.57716 2.04875 3.83539 0.02 -0.01 -0.02
C -4.91122 1.84302 4.15075 0.00 0.02 -0.01
C -5.74943 2.94467 4.21483 -0.01 0.00 0.00
C -5.21824 4.19864 3.96078 -0.01 -0.01 0.00
C -3.86969 4.29621 3.65331 0.04 0.00 0.00
H -2.89062 1.21209 3.77709 -0.04 -0.03 0.01
H -5.28119 0.84458 4.34111 0.01 -0.01 0.01
H -6.79746 2.82840 4.45768 0.00 0.00 0.00
H -5.83419 5.08620 3.99874 0.01 0.01 -0.01
H -3.42165 5.26172 3.44604 -0.02 0.01 0.01
N 3.48339 0.83437 -3.37888 -0.03 -0.06 0.09
C 4.66415 1.41564 -3.17631 -0.02 0.01 0.00
C 5.79746 1.12684 -3.92092 0.01 -0.01 -0.01
C 5.70096 0.18145 -4.92991 0.02 0.00 0.00
C 4.48084 -0.43555 -5.15669 -0.06 0.03 0.04
C 3.40964 -0.07110 -4.35365 -0.02 0.02 0.01
H 4.70138 2.15146 -2.38013 0.02 0.01 0.00
H 6.72978 1.63416 -3.71330 0.00 0.01 0.01
H 6.56300 -0.07316 -5.53370 0.00 -0.01 0.00
H 4.37198 -1.17815 -5.93800 0.01 0.03 0.04
H 2.43517 -0.52698 -4.50076 0.01 -0.01 -0.01
N -5.85256 -1.53859 -1.99340 0.04 0.05 -0.14
C -6.40704 -0.34837 -2.21085 0.01 0.01 0.02
C -7.31419 -0.09904 -3.23078 0.00 -0.01 0.00
C -7.66258 -1.14046 -4.07398 -0.01 0.00 -0.02
C -7.09418 -2.38714 -3.86516 -0.01 0.02 0.17
C -6.20114 -2.52982 -2.81573 0.01 -0.01 0.05
H -6.10979 0.44644 -1.53442 -0.01 0.01 -0.01
H -7.73241 0.89004 -3.35781 0.01 0.01 0.01
H -8.36099 -0.98674 -4.88583 0.01 0.00 -0.02
H -7.33110 -3.22181 -4.50560 0.03 0.00 -0.05
H -5.73642 -3.49175 -2.62130 -0.01 -0.01 -0.01
N -6.54865 -2.72542 -6.95000 -0.07 -0.03 -0.13
C -7.24023 -2.77204 -8.08735 0.01 0.00 0.01
C -6.67276 -2.58177 -9.33800 0.02 0.01 0.00
C -5.31296 -2.32649 -9.41276 0.00 0.00 0.00
C -4.58102 -2.27341 -8.23752 -0.01 0.00 -0.02
C -5.24412 -2.48022 -7.03758 0.00 0.01 0.06
H -8.30188 -2.97162 -7.99047 0.00 -0.01 -0.02
H -7.28391 -2.63258 -10.22837 -0.01 0.00 0.00
H -4.83257 -2.17104 -10.36986 0.00 0.00 0.00
H -3.51810 -2.07534 -8.24735 0.01 0.00 0.01
H -4.70575 -2.44611 -6.09547 0.01 0.01 -0.01
N 5.07900 -2.55665 -7.63108 0.02 -0.07 -0.08
C 5.06532 -3.88764 -7.59350 0.00 0.01 0.02
C 5.49898 -4.68824 -8.63849 0.01 0.01 -0.02
C 5.97127 -4.07448 -9.78760 0.00 0.00 0.00
C 5.99064 -2.69029 -9.84184 0.00 -0.02 0.00
C 5.53638 -1.98056 -8.74108 -0.01 0.03 0.03
H 4.68797 -4.33264 -6.67912 0.01 -0.02 -0.01
H 5.46632 -5.76533 -8.55085 -0.01 0.00 0.01
H 6.31818 -4.66443 -10.62572 0.00 0.00 0.00
H 6.34975 -2.16783 -10.71746 0.00 0.01 0.00
H 5.53800 -0.89570 -8.74646 0.00 0.00 -0.02
```
Positions in Å, forces in eV/Å.

The orbital gap comes out at 7.55 eV. The calculation puts the highest occupied orbital energy at -0.382 hartree. The total energy comes out at -4061.18232 hartree. As for the spin multiplicity: 1. The calculation puts the LUMO energy at -2.8 eV. The total charge is +1.

=====

7 unconnected molecules or ions with the total composition C18H49NO9S7. Source: OMol25; level of theory: ωB97M-V/def2-TZVPD.

```
84
Properties=species:S:1:pos:R:3:forces:R:3
C -4.67770 -2.11619 4.53642 0.02 -0.31 0.05
N -3.44402 -1.72268 3.85367 -0.28 0.20 0.07
C -3.20611 -0.29095 3.70413 0.22 -0.21 -0.14
C -2.17768 0.28173 4.69549 -0.45 0.39 0.26
C -2.47798 1.67221 5.27608 0.69 -0.05 -0.06
C -1.59641 1.87011 6.51810 -0.07 -0.36 -0.28
C -0.23143 1.21542 6.30724 -0.18 -0.15 0.46
O 0.22716 1.33122 4.94129 -0.14 -0.01 0.00
S -0.59317 0.44455 3.89482 0.05 -0.12 -0.47
O -0.73665 1.26317 2.72954 0.00 0.17 0.08
O 0.01191 -0.83939 3.72153 0.12 -0.16 0.42
H -4.48477 -2.65420 5.46728 0.07 0.05 0.06
H -5.29360 -1.25237 4.78487 -0.01 0.10 -0.04
H -5.26617 -2.79175 3.91350 -0.05 0.03 -0.06
H -2.64941 -2.18072 4.27078 0.15 -0.03 -0.12
H -2.89278 -0.09040 2.67836 0.05 0.18 -0.02
H -4.13508 0.25683 3.85546 -0.12 -0.07 -0.02
H -2.09247 -0.40709 5.53644 0.18 -0.20 -0.11
H -3.53051 1.77657 5.52072 -0.08 0.02 0.00
H -2.18251 2.40741 4.52698 -0.39 0.16 -0.07
H -2.07527 1.35984 7.35455 0.07 0.27 0.13
H -1.49398 2.92859 6.74285 -0.02 0.04 0.10
H 0.51391 1.66312 6.95784 0.23 0.11 -0.28
H -0.26500 0.15637 6.56615 0.04 -0.06 -0.01
C -3.78133 -5.92081 -0.05880 -0.04 -0.01 -0.07
S -3.54661 -5.00162 1.46815 0.09 0.07 0.05
O -4.74170 -5.25781 2.31663 -0.07 0.00 0.00
C -3.75583 -3.36912 0.75573 -0.02 0.09 -0.05
H -3.72697 -6.98047 0.18088 0.00 0.00 0.03
H -4.75969 -5.68471 -0.47714 -0.01 0.02 0.03
H -2.98899 -5.66091 -0.76056 0.01 0.00 0.01
H -4.73584 -3.30542 0.28193 -0.01 -0.05 0.01
H -2.96273 -3.18601 0.03045 0.01 0.00 0.01
H -3.68218 -2.65245 1.57431 0.02 -0.05 0.04
C -5.38698 2.38543 10.55053 -0.03 0.05 0.05
S -5.26464 1.32120 9.11060 0.03 -0.02 -0.01
O -3.97109 1.65295 8.44629 -0.13 -0.01 0.02
C -6.55180 2.13274 8.15785 -0.05 0.05 -0.02
H -4.62315 2.07167 11.25833 0.01 -0.03 -0.02
H -5.21510 3.41934 10.25239 0.01 -0.01 -0.03
H -6.37321 2.27115 10.99972 0.00 -0.01 0.01
H -6.29808 3.18456 8.02760 0.04 -0.01 0.01
H -7.50474 2.02629 8.67550 -0.01 -0.01 -0.01
H -6.60629 1.64129 7.18878 0.02 -0.03 0.01
C 2.04563 1.38508 0.92069 -0.03 -0.11 0.00
S 3.13960 2.70316 0.40196 -0.06 0.05 -0.01
O 3.84280 2.22895 -0.82560 0.06 0.02 0.09
C 4.30674 2.53563 1.75761 0.04 -0.03 0.06
H 1.25538 1.28900 0.17786 0.01 0.05 -0.03
H 2.60726 0.45260 0.98695 0.04 0.02 -0.01
H 1.60127 1.63513 1.88210 -0.03 0.03 -0.02
H 4.71127 1.52358 1.76380 -0.02 -0.01 -0.03
H 3.79775 2.75226 2.69667 -0.01 0.01 0.00
H 5.10755 3.25443 1.59786 -0.01 0.01 -0.03
C 3.01354 0.44235 -3.18611 0.04 -0.22 -0.02
S 1.74274 1.56482 -3.76089 0.05 -0.02 -0.01
O 0.45326 1.09437 -3.17836 -0.01 -0.04 0.02
C 1.77578 1.00412 -5.46702 -0.02 0.06 -0.12
H 3.12644 0.59701 -2.11865 0.04 0.08 0.02
H 2.71200 -0.58470 -3.39863 -0.06 0.05 -0.06
H 3.95396 0.67670 -3.68445 0.00 0.04 0.01
H 1.56740 -0.06463 -5.50115 0.00 0.00 0.06
H 2.75260 1.20861 -5.90413 0.00 -0.05 -0.02
H 1.00777 1.54805 -6.01478 -0.02 0.02 0.05
C 3.68729 -2.94134 -8.28565 0.01 -0.06 0.05
S 3.32470 -1.25715 -8.79141 0.04 0.05 -0.12
O 3.90856 -0.35686 -7.75962 -0.04 0.02 0.07
C 1.55781 -1.34320 -8.47367 -0.05 -0.03 0.04
H 4.76219 -3.08511 -8.36919 0.01 0.03 -0.02
H 3.37122 -3.08614 -7.25252 0.00 0.04 0.00
H 3.17074 -3.63490 -8.94871 0.01 0.01 -0.02
H 1.38601 -1.60378 -7.42967 0.03 0.00 0.00
H 1.11033 -2.08618 -9.13348 0.00 0.01 -0.02
H 1.13503 -0.36336 -8.68504 0.03 0.02 -0.01
C 8.16387 0.77000 -10.12518 0.06 0.08 0.03
S 6.41619 0.41961 -10.36213 -0.03 -0.15 0.04
O 6.22002 0.19333 -11.81835 0.01 0.05 -0.05
C 5.83569 2.07933 -10.00286 0.01 0.08 0.03
H 8.71462 -0.14292 -10.34032 -0.03 -0.02 -0.01
H 8.47216 1.55913 -10.81096 -0.03 -0.01 -0.02
H 8.33535 1.06837 -9.09095 0.00 -0.02 0.01
H 6.30317 2.78289 -10.69186 0.01 -0.03 -0.03
H 6.07429 2.32824 -8.96932 -0.03 -0.02 0.01
H 4.75667 2.08480 -10.13809 -0.01 -0.04 0.01
```
Positions in Å, forces in eV/Å.

The orbital gap comes out at 8.60 eV. The calculation puts the highest occupied orbital energy at -0.302 hartree. The total energy comes out at -4234.23497 hartree. As for the spin multiplicity: 1. The calculation puts the LUMO energy at 0.4 eV.